A gas-phase ion, C11H24N2P (charge +1) in a non-equilibrium geometry, computed with ωB97M-V/def2-TZVPD.

```
38
Properties=species:S:1:pos:R:3:lowdin_charge:R:1
C -2.94613 1.57518 0.42921 -0.24
C -2.46033 0.57892 1.53889 -0.17
C -1.33168 -2.59733 -0.26380 -0.04
C -2.67942 -2.70848 0.48079 0.01
C -1.90911 2.33620 -0.36750 -0.26
C -1.42947 -0.43634 0.94829 -0.42
C -2.15370 2.56948 -1.87445 -0.13
C 4.26332 -0.76738 -1.60583 -0.10
C 4.36757 -0.64797 -0.01168 -0.23
C 2.97166 -0.57763 0.55770 -0.27
C 2.44879 0.79323 0.64507 -0.30
N 0.98364 0.82157 0.96503 -0.30
N -2.04904 -1.43531 0.12194 -0.13
P -0.21330 0.54077 -0.24663 1.09
H -3.68801 1.03402 -0.20247 0.11
H -3.50146 2.17646 1.09232 0.09
H -1.87930 1.21788 2.18923 0.11
H -3.20692 0.03197 2.10802 0.12
H -0.38210 -3.00916 0.17385 0.16
H -1.51442 -2.70109 -1.32176 0.13
H -3.47254 -3.09578 -0.06282 0.10
H -2.73012 -3.22993 1.45941 0.15
H -1.51046 3.04571 0.17984 0.03
H -0.94883 -0.80794 1.86800 0.13
H -2.86289 3.40439 -1.89269 0.07
H -2.63347 1.56118 -2.34892 0.11
H -1.15408 2.75716 -2.46659 0.10
H 5.31082 -0.60461 -1.89082 0.07
H 3.93446 -1.71960 -1.92966 0.05
H 3.65891 0.04390 -2.03029 0.06
H 4.79191 -1.61310 0.20154 0.09
H 5.04747 0.25066 0.07426 0.13
H 2.12096 -0.95822 -0.05916 0.09
H 3.09360 -1.03309 1.55976 0.12
H 2.52891 1.21734 -0.39991 0.11
H 2.94211 1.48924 1.32003 0.12
H 0.73283 1.43670 1.67056 0.04
H -2.54018 -0.93898 -0.60878 0.17
```

The value obtained for the HOMO energy is -0.4152 Ha. Its HOMO-LUMO gap is 8.517 eV. As for the total charge: +1. Its spin multiplicity is 1.

---

A gas-phase ion, C7H9F7N (charge +1), computed with ωB97M-V/def2-TZVPD.

```
24
Properties=species:S:1:pos:R:3:lowdin_charge:R:1
F 3.41831 -1.01986 -0.09468 0.24
C 2.41176 -0.59982 0.61777 -0.54
F 2.68054 -0.69768 1.91969 0.19
F 1.34971 -1.41005 0.38574 0.15
C 2.03014 0.88247 0.26851 -0.33
F 3.13176 1.47216 -0.20801 0.19
F 1.63334 1.51873 1.41278 0.13
C 0.89657 1.07685 -0.78882 -0.35
F 0.98068 2.38088 -1.16789 0.14
F 1.23983 0.30463 -1.85527 0.14
C -0.61124 0.87719 -0.40152 -0.10
C -1.43963 -0.02276 -1.32636 -0.09
C -1.65801 -1.33739 -0.58133 -0.14
C -1.68195 -0.96172 0.89184 -0.07
N -0.91894 0.36484 0.99448 0.13
H -1.03394 1.87989 -0.44848 0.17
H -2.40385 0.46091 -1.50355 0.14
H -0.98076 -0.17743 -2.29942 0.13
H -2.57698 -1.83992 -0.88814 0.13
H -0.84591 -2.03212 -0.79544 0.12
H -1.23682 -1.68798 1.56726 0.14
H -2.70101 -0.75873 1.22734 0.14
H -0.13732 0.28676 1.64322 0.16
H -1.54627 1.04015 1.43028 0.19
```

The value obtained for the HOMO energy is -0.6029 Ha. As for the SMILES: FC(F)(F)C(F)(F)C(F)(F)[C@H]1CCC[NH2+]1. Its HOMO-LUMO gap is 12.875 eV. As for the total charge: +1. Its spin multiplicity is 1.

---

2 unconnected molecules or ions with the total composition C30H30F3N3O5S in a non-equilibrium geometry, computed with ωB97M-V/def2-TZVPD.

```
72
Properties=species:S:1:pos:R:3:lowdin_charge:R:1
C -2.37839 -4.49054 -2.22649 -0.01
N -1.84775 -3.55643 -1.26200 -0.04
C -1.18316 -3.98779 -0.15160 -0.37
O -1.00108 -5.16295 0.15640 0.10
C -0.73504 -2.74651 0.62211 -0.15
C 0.78466 -2.65984 0.78121 -0.08
C 1.34271 -3.83181 1.56012 -0.24
C 2.22265 -4.72628 0.93943 -0.04
C 2.67966 -5.84773 1.63464 -0.07
C 2.27905 -6.06316 2.95837 -0.08
C 1.40767 -5.15984 3.58290 -0.07
C 0.94499 -4.03899 2.88346 -0.04
N -1.30017 -1.65598 -0.17572 0.05
C -1.14160 -0.36706 0.18435 0.04
C -1.63802 0.69918 -0.55562 -0.06
C -1.47272 2.04481 -0.25584 0.06
C -2.04938 3.10376 -1.03420 -0.17
C -1.90907 4.47633 -0.64462 0.03
C -2.47405 5.50527 -1.37463 0.04
C -3.18934 5.21317 -2.56030 -0.14
N -3.75592 6.24861 -3.35305 -0.31
O -4.34525 5.91952 -4.41058 0.06
O -3.65252 7.43882 -2.98354 0.08
C -3.33933 3.87955 -2.98417 0.02
C -2.79314 2.85152 -2.23389 0.01
C -2.00543 -2.11359 -1.39312 -0.46
C -1.32547 -1.63457 -2.68638 0.02
C -3.50189 -1.76115 -1.39755 0.01
H -2.12987 -5.50717 -1.91004 0.10
H -3.46836 -4.38949 -2.30101 0.09
H -1.94787 -4.30365 -3.21848 0.10
H -1.21684 -2.77411 1.61888 0.17
H 1.24202 -2.61736 -0.22193 0.13
H 1.01677 -1.71529 1.29906 0.12
H 2.50993 -4.54866 -0.09963 0.11
H 3.33772 -6.55766 1.13181 0.10
H 2.63968 -6.93779 3.50117 0.10
H 1.07528 -5.33250 4.60555 0.10
H 0.25295 -3.33435 3.35493 0.12
H -0.59708 -0.18704 1.11719 0.16
H -2.19946 0.45021 -1.45305 0.05
H -0.88573 2.31381 0.62267 0.12
H -1.33834 4.70503 0.25508 0.11
H -2.38382 6.54445 -1.06691 0.13
H -3.89111 3.68306 -3.90063 0.12
H -2.94306 1.83093 -2.58591 0.11
H -0.28965 -1.99908 -2.71890 0.11
H -1.87683 -2.02734 -3.55052 0.09
H -1.30696 -0.54517 -2.76060 0.07
H -3.98805 -2.21761 -0.52522 0.11
H -3.67429 -0.68367 -1.36229 0.07
H -3.96124 -2.15215 -2.31486 0.09
F 1.60789 6.82724 0.23340 0.12
C 2.33761 5.74083 -0.08289 -0.64
F 1.91239 5.26261 -1.27720 0.10
F 3.63648 6.09817 -0.19892 0.12
S 2.11591 4.46442 1.27197 0.70
C 3.09595 3.17094 0.66965 -0.23
C 3.33430 1.99568 1.40682 -0.31
C 4.17365 0.95906 0.88144 -0.07
C 4.38614 -0.21272 1.58875 -0.13
C 3.79044 -0.40046 2.84603 -0.14
C 2.98211 0.61280 3.39118 -0.12
C 2.75353 1.79229 2.69676 -0.07
O 2.66361 5.08554 2.46026 -0.31
O 0.70756 4.11280 1.26293 -0.35
H 3.59502 3.36492 -0.27285 0.07
H 4.63894 1.12465 -0.09347 0.10
H 5.02373 -0.99417 1.17046 0.09
H 3.96478 -1.32781 3.40011 0.09
H 2.53770 0.46295 4.37666 0.09
H 2.14381 2.58659 3.13286 0.09
```

The value obtained for the HOMO energy is -0.2053 Ha. Its HOMO-LUMO gap is 2.484 eV. Its spin multiplicity is 1.

---

8 unconnected molecules or ions with the total composition C16H50ClN4O11 in a non-equilibrium geometry, computed with ωB97M-V/def2-TZVPD.

```
82
Properties=species:S:1:pos:R:3:lowdin_charge:R:1
Cl -0.60052 -1.18657 -0.75810 0.63
O -0.52696 0.06529 -0.02716 -0.39
O 0.44241 -1.18433 -1.76330 -0.37
O -0.40437 -2.27176 0.17190 -0.36
O -1.86057 -1.30540 -1.39943 -0.35
O 3.66355 -0.70395 -2.65466 -0.05
H 2.77093 -0.37616 -2.80733 0.00
H 3.68938 -1.56082 -3.09325 0.04
O -1.85418 1.81298 -2.82568 -0.06
H -2.21424 0.95748 -2.55144 0.02
H -2.33160 2.46039 -2.28842 0.01
O 1.57871 1.79942 -2.45102 -0.06
H 1.23542 2.15792 -1.62682 0.01
H 1.12753 0.94723 -2.53083 0.00
C -6.25630 3.21233 -3.66995 -0.07
C -5.48958 2.36183 -2.64195 -0.41
C -5.39503 2.95965 -1.24468 -0.18
O -4.04288 2.99461 -0.78654 -0.20
C -3.74524 1.92080 0.08253 -0.11
N -6.15300 1.02331 -2.61304 0.02
H -6.36232 2.72923 -4.63588 0.07
H -5.86382 4.22754 -3.72883 0.07
H -7.24918 3.33417 -3.21991 0.08
H -4.52205 2.13039 -3.09555 0.12
H -6.01649 2.44977 -0.50585 0.12
H -5.73381 3.99904 -1.24542 0.12
H -3.97185 2.20243 1.12079 0.09
H -2.68927 1.64005 0.14959 0.07
H -4.25984 0.99543 -0.18563 0.09
H -6.10618 0.61499 -3.53388 0.06
H -5.75380 0.42509 -1.90568 0.05
C 0.64841 3.55567 3.98406 -0.07
C -0.30076 3.16807 2.88048 -0.43
C -0.34102 4.16301 1.71044 -0.22
O 0.84965 4.17445 0.96858 -0.18
C 0.75839 4.89853 -0.23483 -0.10
N 0.02760 1.78265 2.48040 0.07
H 1.68326 3.35963 3.68520 0.08
H 0.44097 2.98698 4.88846 0.08
H 0.66831 4.62907 4.19630 0.07
H -1.35284 3.05017 3.17561 0.13
H -0.45832 5.15682 2.17954 0.12
H -1.24292 4.01098 1.10447 0.12
H 0.25428 5.85664 -0.08720 0.09
H 0.46757 4.24015 -1.05766 0.08
H 1.78136 5.18001 -0.52278 0.09
H 1.00683 1.80642 2.24128 0.02
H -0.54431 1.56750 1.66891 0.04
C 3.62352 -1.61138 0.41835 -0.08
C 3.69832 -0.19343 0.97018 -0.40
C 2.59048 -0.07277 2.00043 -0.24
O 2.67104 -0.99734 3.05314 -0.17
C 1.40589 -1.47297 3.50326 -0.09
N 5.04042 0.09943 1.49561 0.03
H 3.77484 -2.38152 1.18034 0.06
H 4.43790 -1.89763 -0.25189 0.08
H 2.66855 -1.81968 -0.06458 0.07
H 3.56416 0.54440 0.17486 0.14
H 1.67050 -0.10992 1.40515 0.10
H 2.63369 0.95645 2.38712 0.11
H 1.21833 -0.97184 4.46527 0.08
H 1.58558 -2.49950 3.84794 0.08
H 0.56952 -1.40236 2.81499 0.08
H 5.07827 0.92540 2.08531 0.06
H 5.23162 -0.65068 2.16496 0.07
C 1.93482 -6.19086 1.31636 -0.06
C 2.63243 -5.75330 0.00025 -0.40
C 1.68945 -4.95254 -0.88116 -0.23
O 0.58438 -5.74823 -1.29338 -0.19
C -0.08058 -5.10169 -2.39564 -0.08
N 3.79554 -4.88259 0.28934 0.04
H 2.04895 -5.53349 2.18708 0.07
H 2.16392 -7.18741 1.69231 0.06
H 0.85999 -6.05094 1.14437 0.07
H 2.94899 -6.68574 -0.47043 0.13
H 2.26230 -4.50725 -1.69822 0.13
H 1.29270 -4.13797 -0.26080 0.11
H 0.58545 -4.88954 -3.23542 0.08
H -0.50656 -4.17006 -2.01704 0.08
H -0.82067 -5.84609 -2.68807 0.08
H 3.49456 -3.94868 0.53431 0.01
H 4.20038 -5.27735 1.12984 0.06
```

The value obtained for the HOMO energy is -0.2400 Ha. Its HOMO-LUMO gap is 9.193 eV. As for the total charge: -1. Its spin multiplicity is 1.

---

C26H28N6O2S in the gas phase in a non-equilibrium geometry, computed with ωB97M-V/def2-TZVPD.

```
63
Properties=species:S:1:pos:R:3:lowdin_charge:R:1
C -4.96156 -1.54595 1.29752 0.02
C -4.43801 -0.84805 2.28599 -0.15
C -3.18406 -0.02347 2.21460 -0.14
N -2.53771 -0.08325 0.93382 0.01
C -1.68143 -1.04968 0.49863 -0.61
N -1.32433 -0.81786 -0.74025 0.00
N -1.94050 0.30963 -1.13596 0.10
C -2.66284 0.74592 -0.14465 -0.25
C -3.55818 1.93770 -0.23205 -0.26
C -4.97291 1.42989 -0.45715 -0.18
C -5.95745 1.56749 0.50824 -0.05
C -7.22708 1.06311 0.28207 -0.08
C -7.51535 0.41291 -0.90383 -0.09
C -6.53090 0.26942 -1.86892 -0.07
C -5.26449 0.77668 -1.64852 -0.04
H -4.48750 0.66355 -2.39062 0.12
H -6.75118 -0.23980 -2.79518 0.10
H -8.50437 0.01598 -1.07717 0.10
H -7.98893 1.17612 1.03892 0.10
H -5.73380 2.06262 1.44219 0.11
O -3.41090 2.72569 0.92911 -0.01
H -3.91905 3.53538 0.81223 0.11
H -3.23252 2.49601 -1.12353 0.16
S -1.16533 -2.36966 1.49743 1.01
C -0.27783 -3.38234 0.26640 -0.34
H -0.85134 -3.33257 -0.65814 0.08
H -0.29001 -4.39252 0.67452 0.08
C 1.17803 -2.95855 0.05200 -0.53
O 2.08961 -3.64027 0.47961 0.05
N 1.28502 -1.82175 -0.65023 0.14
C 2.42999 -1.14381 -1.08232 -0.12
C 3.73082 -1.09589 -0.60317 -0.18
N 4.38810 -0.24511 -1.43135 -0.13
N 3.59806 0.25789 -2.38110 0.12
C 2.40339 -0.27014 -2.19634 -0.29
C 1.24401 0.04168 -3.07321 -0.03
H 0.38711 0.37312 -2.48836 0.05
H 1.52613 0.82315 -3.77253 0.08
H 0.94538 -0.84314 -3.63496 0.08
C 5.76245 0.16637 -1.35077 -0.09
C 6.04721 0.95405 -0.09570 -0.22
C 5.16350 1.94563 0.31194 -0.03
C 5.40912 2.67068 1.46351 -0.08
C 6.54376 2.41642 2.21616 -0.10
C 7.43073 1.43375 1.81231 -0.09
C 7.18127 0.70342 0.66318 -0.05
H 7.87405 -0.06668 0.35435 0.11
H 8.31672 1.23092 2.39585 0.10
H 6.73568 2.98250 3.11567 0.10
H 4.71447 3.43710 1.77455 0.10
H 4.28050 2.14250 -0.27852 0.12
H 6.41946 -0.70874 -1.40534 0.13
H 5.93796 0.78997 -2.23306 0.13
C 4.40229 -1.73070 0.55718 0.00
H 3.83012 -2.59647 0.87840 0.06
H 4.47675 -1.02642 1.38725 0.09
H 5.40950 -2.04741 0.29203 0.08
H 0.41225 -1.39730 -0.97785 0.08
H -3.41388 1.02516 2.42448 0.12
H -2.47493 -0.38106 2.97052 0.12
H -4.90742 -0.82863 3.25951 0.10
H -5.86696 -2.11166 1.42567 0.06
H -4.52070 -1.58356 0.31494 0.07
```

The value obtained for the HOMO energy is -0.2857 Ha. As for the SMILES: C=CCn1c(SCC(=O)Nc2c(C)nn(Cc3ccccc3)c2C)nnc1[C@H](O)c1ccccc1. Its HOMO-LUMO gap is 8.200 eV. Its spin multiplicity is 1.